(1)
Formula: C7H11N
Source: the Open Molecules 2025 dataset
Level of theory: ωB97M-V/def2-TZVPD

Output
F_max, eV Å⁻¹: 1.80
LUMO level, eV: 1.05
Highest occupied orbital energy, eV: -7.85
Frontier orbital gap, eV: 8.90
ΔE to the lowest compared entry with this formula, charge and spin, kJ/mol: 83.1

ORCA input file:
```
! RIJCOSX wB97M-V def2-TZVPD def2/J DEFGRID3
* xyz 0 1
C 0.996 2.178 -1.811
C 0.280 0.793 -1.852
C -0.175 0.281 -0.515
C -0.655 0.950 0.565
N -0.985 0.010 1.542
C -0.566 -1.231 1.111
C -0.310 -2.430 1.969
C -0.146 -1.112 -0.189
H 0.566 3.028 -2.331
H 1.020 2.484 -0.754
H 2.057 2.084 -2.038
H 1.085 0.093 -2.076
H -0.548 0.899 -2.551
H -0.893 1.993 0.673
H -1.234 0.130 2.504
H -0.411 -2.313 3.053
H -0.992 -3.251 1.741
H 0.729 -2.726 1.849
H 0.180 -1.860 -0.890
*
```

These are the Mulliken partial charges, in e, on atoms 1 to 2:
1 C -1.12
2 C -0.18

=====

(2)
Formula: C7H11N
Source: the Open Molecules 2025 dataset
Level of theory: ωB97M-V/def2-TZVPD

Output
F_max, eV Å⁻¹: 5.44
LUMO level, eV: 0.95
Highest occupied orbital energy, eV: -8.02
Frontier orbital gap, eV: 8.97
ΔE to the lowest compared entry with this formula, charge and spin, kJ/mol: 487.7

ORCA input file:
```
! RIJCOSX wB97M-V def2-TZVPD def2/J DEFGRID3
* xyz 0 1
C 0.394 0.154 -1.977
C 0.269 -0.048 -0.419
C -0.489 -0.989 0.277
C -0.306 -0.546 1.671
C 1.145 0.071 1.701
C 0.523 0.989 0.711
C -0.865 0.993 1.354
H -0.291 -0.472 -3.765
H -1.406 -0.374 -2.471
H -0.085 1.301 -2.066
H 1.416 0.158 -2.337
H -1.055 -1.761 -0.165
H -0.833 -1.246 2.460
H 1.879 -0.579 1.128
H 1.425 0.321 2.685
H 1.282 1.758 0.167
H -1.899 1.019 0.759
H -0.885 1.420 2.355
N -0.511 -0.755 -2.666
*
```

These are the Mulliken partial charges, in e, on atoms 1 to 2:
1 C -0.53
2 C -0.12